52
Properties=species:S:1:pos:R:3:lowdin_spin:R:1 method="wB97M-V/def2-TZVPD" homo_ev="-8.3 / -9.3" gap_ev="8.77 / 9.75" total_energy_ha=-1489.747594 s_squared=0.7542 charge=0 spin_multiplicity=2
C 0.85134 -2.35492 -3.64882 0.00
H 2.07487 1.36008 1.77454 0.00
C -2.67539 0.01519 2.60548 0.01
H 0.50711 -1.55535 -1.09262 0.00
H 0.34388 2.08557 -0.67803 0.00
H -2.60483 -2.35109 1.57033 0.00
N -2.55850 0.72159 0.22840 0.37
H -1.26900 3.74964 1.11004 0.00
H -0.28251 -0.44048 2.22831 0.00
H -1.06995 -0.85629 -1.30837 0.00
C -1.65167 1.87999 0.06638 0.02
H -3.93936 -1.52054 0.76934 0.00
H 3.74019 -1.95505 1.46220 0.00
H -2.93932 3.42313 0.74364 0.00
H -1.91549 0.47408 3.22821 0.00
O 3.95395 -1.21940 0.88022 0.00
H 0.24987 1.11561 -2.50932 0.00
C -2.86271 -1.63532 0.79342 0.00
H 1.77589 -0.26615 2.45213 0.00
C -2.14651 -0.33104 1.17958 0.02
H 5.44956 0.79739 0.63552 0.00
N 1.97916 -2.83574 -3.95339 0.00
C -0.62666 -0.63112 1.21807 0.01
H 3.96421 1.06285 -0.22835 0.00
C 2.17573 0.28765 1.60225 0.00
H -2.23152 2.55689 2.07569 0.00
S 0.16721 -0.77075 -3.93567 0.00
C 0.87397 -4.33931 -2.93522 0.00
C -0.02248 -0.60839 -1.17557 0.00
H -1.67261 1.86146 -2.12326 0.00
H 0.53882 -5.22947 -2.44993 0.00
H 4.09012 -0.07525 2.58572 0.00
N 1.98296 -4.14322 -3.47605 0.00
C 0.58535 0.09573 -2.37400 0.00
H -3.08722 -0.87948 3.05347 0.00
H 1.66636 0.10671 -2.31221 0.00
C -2.01764 2.96521 1.09348 0.01
O -3.19577 0.33783 -0.81127 0.52
C 3.69912 -0.00037 1.57120 0.00
C -0.13187 1.55715 0.13890 0.01
H -2.48761 -2.04678 -0.13633 0.00
H 4.28797 2.03445 1.23644 0.00
H -1.30132 3.39429 -1.36293 0.00
H 0.25363 2.03426 1.03673 0.00
O 1.63772 -0.13445 0.37870 0.00
H -3.48510 0.72678 2.47680 0.00
H -0.48765 -1.70010 1.07267 0.00
H -2.97044 2.82980 -1.39248 0.00
C 4.40611 1.06522 0.76344 0.00
O 0.06532 -3.24808 -3.00100 0.00
C -1.93997 2.51340 -1.30057 0.00
C 0.25264 0.07617 0.17411 0.00